<i>
Molecular formula: C9H56NO20
Method: DFT, ωB97M-V/def2-TZVPD

Computed properties:
Gap between HOMO and LUMO ... 0.19593 Ha
Charge ... -1
LUMO level ... 1.6 eV

XYZ file:
```
86
C9H56NO20 (ωB97M-V/def2-TZVPD)
C 2.0546 -0.0377 0.2245
C 0.6290 -0.3942 -0.2944
C -0.1979 -1.3832 0.6176
C -0.9527 -0.7016 1.8162
C -1.8900 0.4831 1.2779
C -1.0891 1.4813 0.3971
N -0.3490 0.6740 -0.7125
O -0.4205 1.2244 -2.0558
C -0.1043 2.4439 1.1765
C -2.2958 2.3125 -0.1771
C 0.9309 -1.3214 -1.4363
H 2.5081 -0.8683 0.7654
H 2.0105 0.7321 0.9950
H 2.8186 0.3550 -0.4464
H 0.5977 -1.9573 1.0925
H -0.9593 -1.9345 0.0658
H -0.2783 -0.2618 2.5510
H -1.5907 -1.3888 2.3719
H -2.0777 0.9494 2.2451
H -2.8172 0.1937 0.7833
H 0.5724 2.8811 0.4424
H 0.4665 1.7977 1.8433
H -0.5623 3.2983 1.6749
H -1.8978 3.1042 -0.8119
H -2.9592 2.7594 0.5634
H -2.9567 1.6604 -0.7480
H 1.5894 -2.1577 -1.2015
H 1.5294 -0.7768 -2.1665
H 0.1511 -1.8474 -1.9872
O -2.7145 -1.1835 -2.0293
H -1.8732 -0.9760 -1.6227
H -2.9122 -0.4215 -2.5740
O -0.2728 6.4575 -1.4744
H 0.0647 6.6196 -2.3553
H -0.7957 5.6604 -1.5606
O -3.2068 -0.1171 4.5953
H -3.4872 -0.4463 3.7414
H -2.2665 0.0330 4.4976
O -0.7245 -0.7403 -4.5197
H -0.3488 -0.5359 -3.6633
H -0.2248 -1.4969 -4.8266
O -0.1162 -4.5537 -1.1093
H -0.1174 -4.5592 -2.0665
H -0.8802 -5.0762 -0.8653
O -1.1002 4.0826 -2.9499
H -0.8384 3.3357 -2.4115
H -0.5617 4.0108 -3.7380
O 4.2296 3.4475 -1.2722
H 4.9657 2.9933 -1.6822
H 3.5028 2.8272 -1.3297
O 4.1531 -2.4857 -1.1245
H 3.6871 -3.0037 -1.7808
H 4.3774 -1.6719 -1.5759
O 5.7611 -1.4744 0.9941
H 5.4485 -0.5697 0.9976
H 5.0282 -1.9802 0.6430
O 2.4291 1.8184 -2.3645
H 1.6258 1.4447 -2.0022
H 2.3360 1.7151 -3.3115
O -3.6775 5.7582 0.4875
H -3.3578 5.2837 1.2549
H -4.5012 5.3251 0.2636
O -4.9018 -1.5339 3.0178
H -4.3237 -2.2863 2.8916
H -5.7281 -1.7954 2.6114
O 1.3502 3.6948 4.3758
H 0.4918 3.3555 4.6293
H 1.6021 3.1679 3.6174
O -2.5616 1.2945 -4.2379
H -2.1876 1.6632 -3.4376
H -2.0747 0.4825 -4.3782
O 4.6114 -0.0303 -2.8626
H 5.0617 0.3253 -3.6287
H 3.8820 0.5711 -2.7123
O -2.3407 -4.5332 2.4846
H -1.4180 -4.2830 2.5320
H -2.3771 -5.1844 1.7840
O -1.4387 -3.1429 4.8300
H -1.7098 -3.3525 3.9362
H -2.1692 -2.6405 5.1908
O 0.6025 -4.8418 2.3465
H 1.0674 -4.2811 1.7254
H 1.0862 -4.7440 3.1666
O 2.3411 -4.3513 0.3527
H 3.2068 -4.0349 0.0944
H 1.8360 -4.3593 -0.4604
```



<ii>
Molecular formula: C9H56NO20
Method: DFT, ωB97M-V/def2-TZVPD

Computed properties:
Gap between HOMO and LUMO ... 0.18462 Ha
Charge ... -1
LUMO level ... 1.1 eV

XYZ file:
```
86
C9H56NO20 (ωB97M-V/def2-TZVPD)
C 1.4065 -1.0937 -2.0077
C -0.0859 -0.7269 -1.6857
C -0.7877 -1.9623 -0.9638
C -0.4148 -2.1555 0.5387
C -0.8749 -0.8964 1.2107
C -0.2044 0.3803 0.7382
N -0.3878 0.4383 -0.7931
O -0.1850 1.7313 -1.3624
C 1.2705 0.4462 1.1879
C -1.0058 1.4505 1.5900
C -0.7386 -0.6730 -3.0941
H 1.5355 -2.0882 -2.4346
H 2.0018 -1.1091 -1.0948
H 1.8729 -0.4548 -2.7576
H -0.5293 -2.8729 -1.5043
H -1.8765 -1.9916 -0.9225
H 0.6501 -2.2464 0.7526
H -0.8093 -3.0641 0.9936
H -0.6347 -1.0255 2.2660
H -1.9639 -0.8592 1.2395
H 1.6415 1.4000 0.8128
H 1.8730 -0.3356 0.7254
H 1.4848 0.3406 2.2514
H -0.5626 2.4262 1.3907
H -0.7825 1.3983 2.6556
H -2.0599 1.4240 1.3137
H -1.8257 -0.7532 -3.1014
H -0.4342 -1.4971 -3.7394
H -0.4646 0.2029 -3.6822
O 3.3207 0.0541 -1.0011
H 4.1524 -0.1703 -1.4184
H 3.5236 0.0912 -0.0663
O 1.2093 -2.0438 2.4572
H 1.7944 -1.8832 3.1975
H 0.3483 -2.1721 2.8552
O 3.1503 3.1509 0.6817
H 3.1337 2.2526 0.3515
H 3.2366 3.0562 1.6303
O -0.1109 4.1420 2.0713
H 0.4399 3.5481 1.5614
H 0.3804 4.9631 2.0962
O -0.8839 2.6331 3.7934
H -0.2404 3.2102 3.3824
H -0.5431 1.7507 3.6469
O 3.5714 -2.4228 -0.8876
H 3.3100 -1.5071 -0.9845
H 3.1569 -2.7057 -0.0725
O 1.0746 -4.4304 0.8661
H 0.9708 -3.5227 1.1517
H 0.4421 -4.9209 1.3910
O -2.2557 2.0908 -1.4325
H -2.8828 1.3682 -1.4050
H -1.3987 1.6667 -1.3885
O -2.8397 -0.1280 -1.1187
H -1.8977 -0.2955 -1.1438
H -3.0894 -0.2972 -0.2103
O -1.4912 3.7964 -0.2434
H -1.6884 3.0313 -0.7838
H -0.5721 3.6873 0.0006
O 0.0720 0.8291 3.7097
H -0.7612 0.5136 3.3596
H 0.5420 0.0347 3.9633
O -3.3067 -2.1765 -2.5110
H -3.2858 -1.3028 -2.1206
H -2.8266 -2.0833 -3.3338
O 0.6557 3.5171 0.0059
H 1.6064 3.5871 -0.0811
H 0.4668 2.5937 -0.1609
O 2.2132 1.9868 -1.4720
H 2.5639 1.1228 -1.2559
H 1.3259 1.9824 -1.1130
O -3.6079 -0.8612 0.5371
H -4.4104 -0.9247 1.0551
H -2.9036 -1.0217 1.1651
O -2.4737 -4.5668 0.4981
H -2.4054 -3.7435 0.9815
H -2.7454 -4.3065 -0.3821
O -1.8516 -1.8478 -4.1596
H -1.3891 -1.2800 -4.7760
H -1.8986 -2.6950 -4.6026
O 3.4895 -0.3126 2.7994
H 2.5402 -0.2221 2.7155
H 3.6511 -0.2814 3.7424
O 0.3990 2.7778 -2.7907
H 0.3383 2.2122 -2.0209
H -0.4277 2.6424 -3.2537
```



Top of the stability list: <i>, leading by 1.0977 hartree.



<i>
Molecular formula: CH4FN2
Method: DFT, ωB97M-V/def2-TZVPD

Computed properties:
Gap between HOMO and LUMO ... 0.48389 Ha
Charge ... +1
Structure (SMILES) ... NC(=[NH2+])F
LUMO level ... -4.0 eV

XYZ file:
```
8
CH4FN2 (ωB97M-V/def2-TZVPD)
N -0.1784 1.1898 0.0408
C 0.3512 0.0085 0.0053
N -0.2273 -1.1581 -0.0188
F 1.6774 0.0518 -0.0198
H -1.1838 1.4895 0.1376
H 0.4728 1.9528 -0.0113
H -1.1222 -1.5442 -0.2569
H 0.2104 -1.9901 0.1231
```



<ii>
Molecular formula: CH4FN2
Method: DFT, ωB97M-V/def2-TZVPD

Computed properties:
Gap between HOMO and LUMO (spin up / spin down) ... 0.31782 / 0.20971 Ha
Charge ... +1
LUMO level (spin up / spin down) ... -6.2 / -9.0 eV

XYZ file:
```
8
CH4FN2 (ωB97M-V/def2-TZVPD)
C -2.0091 -0.1825 0.5818
N 0.8523 2.0399 0.0095
N -3.1010 -0.7127 0.1685
F -1.1595 0.2579 -0.3026
H 1.7369 1.5651 0.0377
H 1.1583 2.8953 0.4383
H -3.8302 -0.8847 0.8970
H -3.2487 -1.0497 -0.7711
```



Top of the stability list: <i>, leading by 0.2158 hartree.